The following is a quantum chemistry calculation of a cluster of 9 separate species, C51H40O17 in total, from the Open Molecules 2025 dataset.

Structure (XYZ):
```
108
Properties=species:S:1:pos:R:3:forces:R:3:mulliken_charge:R:1
C 0.049980 0.476261 0.070841 -0.0790 -1.7252 -1.9377 -2.0886
C 0.208212 0.956789 -1.395295 -0.9701 4.5166 1.9776 1.6663
C 1.389006 1.890749 -1.679659 1.9284 -0.8935 3.2996 -0.9399
O 0.327771 -0.127280 -2.136168 -3.2651 -4.6432 -2.0525 0.0773
H -0.199124 1.220227 0.666175 -1.1342 4.0186 2.8638 1.2979
H 0.822102 -0.040896 0.622838 1.1297 -0.1311 -0.7824 0.1769
H -0.795643 -0.184964 0.208461 -0.5279 -0.3603 -0.6038 0.0897
H -0.699702 1.613299 -1.818239 1.1265 -1.3248 1.5950 -0.3926
H 1.571333 1.881762 -2.699258 -0.0367 0.4840 -2.0947 0.1777
H 2.333846 1.357955 -1.282733 -1.1417 0.7937 -0.2762 -0.1271
H 1.404727 2.928792 -1.234683 -0.4701 -1.2130 -0.5054 0.3131
H -0.638514 -0.540415 -1.957880 3.3094 0.5879 -1.2526 -0.2543
C -2.259466 2.688641 -4.837896 4.0546 -3.8840 1.4937 -0.2461
C -1.351867 1.450549 -4.621551 -5.3156 5.1595 -1.4147 -0.7113
C -1.695081 0.080543 -5.049039 0.0121 -1.5182 -0.5852 0.4110
O -0.904668 -0.866347 -4.919631 -1.4350 1.7321 -0.1727 -0.5808
C -3.027332 -0.061916 -5.749394 -1.0590 0.0393 -2.0349 -0.1591
C -3.731435 1.117371 -6.041255 -3.5210 -5.8050 -1.2031 -0.3775
C -3.543608 2.446783 -5.571104 0.5241 5.4587 -0.7917 0.5152
O -4.221684 3.482228 -5.934316 1.7938 -4.2056 1.3906 -0.6120
H -1.937821 3.779969 -4.520421 -0.7515 -2.6052 -0.6874 0.3296
H -0.438640 1.483925 -4.148885 1.9649 0.5778 1.0300 0.9749
H -3.333106 -1.211241 -6.284377 0.9242 3.8904 1.9338 0.1764
H -4.793684 0.881561 -6.582452 2.7676 1.0383 1.0998 0.2282
C 5.347126 1.448712 -2.111437 -0.9714 7.2775 -0.7731 -0.3006
C 5.062232 2.802198 -2.655930 2.4610 -3.8245 0.9828 -0.3198
C 4.100082 2.926778 -3.899665 1.2743 3.0193 1.2630 0.4176
O 3.859865 4.033582 -4.408711 0.4966 -2.1299 1.0264 -0.5763
C 3.531795 1.713586 -4.423806 -1.6669 -3.3596 0.2345 -0.4240
C 3.695565 0.453849 -3.868139 1.4526 2.8157 -0.8571 -0.1087
C 4.593663 0.342650 -2.638695 0.0151 -3.8722 0.2990 0.4878
O 4.757473 -0.774337 -2.106019 -0.5762 1.7087 -1.0066 -0.6010
H 5.982376 1.460144 -1.172382 -0.7752 -0.7876 -1.5146 0.4181
H 5.832868 3.631756 -2.294275 -2.3927 -1.4365 -0.9738 0.3083
H 2.757652 1.827781 -5.211070 1.0021 0.0725 0.1935 0.3756
H 3.419381 -0.440211 -4.454399 -0.2491 0.4232 1.0266 0.3642
C 0.649595 -3.937705 -2.301617 3.5682 3.7293 4.5382 -0.2389
C 1.179219 -3.347819 -0.979013 -3.4657 -5.0259 -4.3332 -0.3470
C 1.175181 -4.350882 0.228078 0.6274 1.2104 -2.8447 0.3286
O 1.278175 -3.985228 1.359058 -0.0791 0.7485 1.4694 -0.3796
C 1.135358 -5.777481 -0.081239 -1.6764 0.6373 -8.8267 -0.6141
C 0.860713 -6.309657 -1.416218 0.7884 -0.3813 5.9046 -0.2273
C 0.517247 -5.397743 -2.504718 -0.5358 -1.1267 -2.3117 0.2074
O 0.124409 -5.895173 -3.582449 0.5948 1.3501 1.8296 -0.6015
H 0.743979 -3.238249 -3.180700 -0.7130 -1.0137 0.8911 0.3580
H 1.271200 -2.293055 -0.836305 0.3180 0.4760 -0.0106 0.6001
H 1.118005 -6.395817 0.674094 0.3648 -3.2111 3.9818 0.6310
H 0.768188 -7.484510 -1.471181 0.1146 2.7620 -0.4099 0.2745
C -4.738800 4.765263 -1.039145 4.1345 -2.9059 0.3719 -0.5180
C -3.714642 3.693229 -0.806773 -5.7077 3.3901 -1.1857 -0.5022
C -3.967952 2.254990 -1.209530 -0.3245 1.0716 -1.3719 0.3150
O -3.156018 1.397359 -1.033606 1.8069 -0.8893 1.2732 -0.2416
C -5.127914 1.895069 -2.010873 -6.2985 4.5999 -0.1583 -0.1029
C -6.193326 2.962443 -2.139890 3.8340 -6.1543 -2.0040 -0.4990
C -5.976690 4.376696 -1.842852 1.5685 -1.1828 2.1577 0.5318
O -6.863389 5.130216 -2.059090 -1.4331 2.1549 -0.6596 -0.5121
H -4.592402 5.878835 -0.732052 -0.2709 -2.3207 -0.5597 0.3133
H -2.846085 3.818466 -0.229825 1.0392 0.4893 0.5754 0.5606
H -5.405631 0.862667 -2.330111 0.8092 0.9808 0.3654 0.3646
H -7.061087 2.650590 -2.806188 0.9300 0.8490 1.2706 0.2975
C -0.281553 2.706789 4.217936 -1.3948 -3.3825 6.8952 -0.7429
C -0.706347 1.712530 5.307702 1.3826 3.2854 -4.9881 -0.3656
C -0.120864 1.912277 6.642966 0.2227 1.1494 -0.3127 0.5895
O -0.289294 1.180560 7.573840 -0.6764 -1.6352 0.9378 -0.5380
C 0.709173 3.097802 6.901427 0.6321 3.0526 -7.0603 -0.5299
C 1.107257 4.033460 5.914084 -2.3186 -1.0745 0.8932 -0.3225
C 0.488147 3.974212 4.447191 1.7588 -0.9771 2.0578 0.3561
O 0.733990 4.794650 3.585216 -0.5670 -0.7169 0.7538 -0.5524
H -0.605196 2.529890 3.279289 -1.1154 -0.5205 -3.0344 0.7646
H -1.382916 0.806292 5.102975 1.2667 1.5993 0.1966 0.3879
H 1.037849 3.309291 7.814712 1.1531 0.2364 3.9223 0.5791
H 1.635765 4.979129 6.193490 -0.2793 -1.1148 -0.3435 0.3668
C -2.687720 -2.555139 -0.881736 -0.3002 -6.8788 3.2998 -0.1476
C -2.621841 -4.001505 -0.395549 1.2028 6.5403 0.6435 -0.5022
C -2.887617 -5.093017 -1.395804 -0.9658 -0.7341 1.5486 0.4991
O -3.008673 -6.278010 -1.077417 0.5543 1.4961 -0.2406 -0.6007
C -3.182251 -4.682916 -2.774630 1.1759 3.9435 -2.7869 -0.6421
C -3.084859 -3.280300 -3.259154 -1.5496 -7.2749 2.0997 -0.1645
C -3.061552 -2.235981 -2.227608 1.4672 0.8099 -2.0319 0.2121
O -3.088812 -1.061051 -2.560243 -0.4725 0.3376 -0.1091 -0.1811
H -2.570828 -1.714339 -0.206238 0.0890 -0.2172 0.0473 0.6032
H -2.249922 -4.062321 0.773380 -1.2058 -0.5486 -3.3556 0.2356
H -3.285478 -5.579705 -3.453516 0.0308 1.3865 0.5840 0.3197
H -3.258156 -3.241769 -4.329527 0.1363 1.0294 0.2398 0.3684
C 4.570191 1.418572 5.001975 -1.0838 -9.4325 -0.9557 -0.5152
C 4.180593 0.092867 4.184801 2.0066 12.9201 -1.1689 -0.8502
C 3.998629 0.300495 2.650712 0.9552 -0.8272 3.3630 0.5579
O 3.864046 -0.625730 1.896438 -0.4188 -0.6701 -0.3988 -0.5491
C 4.148492 1.644261 2.183868 1.6952 5.4568 1.4255 -0.1587
C 4.563714 2.812338 3.043136 -1.9978 -3.5979 -5.9357 -0.2427
C 4.878813 2.669547 4.450639 -1.1962 2.4316 -0.5056 0.3100
O 5.156484 3.669260 5.109489 0.3543 -0.8311 -0.0966 -0.5752
H 4.817306 1.211643 6.058528 -0.3332 0.3849 -0.6080 0.3958
H 4.119511 -0.769636 4.594262 -0.5050 -5.6552 2.9424 0.9008
H 4.017852 1.632818 1.064170 0.0052 0.9142 1.2823 0.3568
H 4.540990 3.820570 2.554740 0.3621 -1.0715 0.6800 0.3885
C -1.263945 -3.150237 5.643068 3.1545 -4.0945 5.9874 -0.4341
C 0.032892 -3.838054 6.302275 -5.4336 3.8564 -2.5327 -0.4229
C 1.394281 -3.612866 5.679173 -5.3338 -0.0349 -1.0242 0.3852
O 2.314199 -4.217916 6.053673 4.1706 -2.0551 2.2035 -0.4976
C 1.410542 -2.946225 4.426643 -3.5692 6.5184 -4.3753 -0.3067
C 0.179642 -2.220753 3.810149 5.1012 -4.5786 3.5504 -0.2982
C -1.200313 -2.421859 4.389269 4.5166 -1.1581 0.9867 0.4640
O -2.128448 -2.011555 3.807974 -3.5987 1.4793 -1.7709 -0.5409
H -2.319651 -3.240741 6.231701 2.8002 0.1181 -1.7025 0.2666
H 0.044534 -4.387950 7.259302 -0.4895 0.3370 -0.6703 0.3773
H 2.437263 -2.615976 4.072302 -1.4619 -0.9694 -0.1100 0.3786
H 0.251065 -1.867037 2.811524 0.1804 0.6362 -0.5648 0.6336
```
Forces are in eV/Å.

Calculated values
SMILES = O=C1C=CC(=O)C=C1.O=C1C=CC(=O)C=C1.O=C1C=CC(=O)C=C1.O=C1C=CC(=O)C=C1.O=C1C=CC(=O)C=C1.O=C1C=CC(=O)C=C1.O=C1C=CC(=O)C=C1.O=C1C=CC(=O)C=C1.CC(C)O
E_HOMO = -9.8 eV
F_max = 13.1 eV/Å
Net charge = 0


The following is a quantum chemistry calculation of a structure of composition C51H41IN5O2P2Pt, from the Open Molecules 2025 dataset.

Structure (XYZ):
```
103
Properties=species:S:1:pos:R:3:forces:R:3:mulliken_charge:R:1
Pt -0.194631 -0.484163 -1.210934 0.0171 2.1510 -1.8602 4.8843
C 1.456469 2.487237 -1.893534 -0.2638 -0.1652 0.1329 -1.6939
C 2.563169 1.572837 -1.411234 -0.0876 -0.1595 -0.0504 -0.5312
P 2.131369 -0.191663 -1.741834 -0.3072 0.8745 -0.1892 -0.4577
C 3.709469 -1.003463 -1.330634 -0.3456 -0.3072 0.1566 1.1355
C 4.168469 -2.054763 -2.121834 -0.1085 0.0857 0.0096 -0.4922
C 5.368769 -2.673463 -1.828834 0.1027 -0.1071 0.0145 -0.9182
C 6.112569 -2.271363 -0.731134 -0.0252 -0.0234 -0.0246 -0.6097
C 5.647669 -1.247463 0.077266 0.0849 -0.0037 0.0596 -0.9042
C 4.453569 -0.617363 -0.217034 -0.0511 0.0542 -0.0770 -0.5083
C 2.068869 -0.322863 -3.559134 -0.1219 -0.1537 0.1997 0.8720
C 0.922369 -0.871763 -4.130634 -0.0783 -0.0829 0.2079 -0.1710
C 0.848769 -1.072063 -5.497034 0.0353 -0.0226 -0.1811 -1.0183
C 1.921869 -0.725263 -6.301034 -0.0774 -0.0202 0.0277 -0.5739
C 3.059369 -0.164163 -5.740334 0.1474 0.0909 -0.0079 -0.8426
C 3.140169 0.035637 -4.374334 -0.0568 0.0049 0.0761 -0.3070
P -0.249931 2.083737 -1.205934 1.3809 -1.0021 -0.0124 0.3518
C -1.043931 3.602937 -1.833534 -0.3027 -0.3124 -0.3322 0.8218
C -0.838031 4.025837 -3.142834 0.0444 -0.1383 0.0563 -0.7304
C -1.356731 5.233837 -3.574134 -0.0310 0.0920 -0.1077 -0.7531
C -2.113431 6.014037 -2.715534 0.0166 -0.0454 -0.0527 -0.5981
C -2.361731 5.571837 -1.426034 0.0030 0.0865 0.0398 -0.8102
C -1.831031 4.374437 -0.984334 0.0393 -0.0850 0.0335 -0.4832
C -0.121731 2.410637 0.583266 -0.1119 -0.2263 -0.0716 0.3889
C -1.001231 1.767637 1.450166 -0.1365 0.0028 -0.0283 0.1756
C -0.956731 2.018437 2.809566 -0.0400 0.0959 0.0286 -0.6850
C -0.011731 2.890137 3.325566 -0.0226 -0.0062 0.0120 -0.7638
C 0.861569 3.540237 2.468966 0.1175 0.0280 0.0905 -0.9010
C 0.802269 3.312037 1.104866 -0.0179 -0.0625 -0.1762 -0.3140
H 1.364869 2.368437 -2.978734 -0.0687 0.1021 0.0846 0.5145
H 1.702569 3.535237 -1.702734 -0.0896 -0.0657 -0.0211 0.8199
H 2.718769 1.703237 -0.336234 0.0492 -0.0724 -0.0600 0.4826
H 3.503969 1.796537 -1.928634 -0.1005 -0.0356 0.1311 0.7181
H 3.596669 -2.364763 -2.986034 0.0094 -0.0425 -0.0612 0.5137
H 5.726369 -3.469063 -2.463934 0.0474 -0.0931 -0.0533 0.4507
H 7.050769 -2.753463 -0.506734 0.1014 -0.0577 0.0244 0.4092
H 6.217069 -0.931663 0.938266 0.0684 0.0197 0.0601 0.4590
H 4.124669 0.190037 0.421166 -0.0143 0.0697 0.0245 0.1534
H 0.081669 -1.156263 -3.494534 0.1646 0.0111 -0.3278 -0.1553
H -0.038731 -1.508663 -5.928734 -0.0979 -0.0441 -0.0123 0.5699
H 1.878669 -0.899263 -7.364834 -0.0186 0.0133 -0.1228 0.4286
H 3.891969 0.109337 -6.370134 0.0822 0.0302 -0.0644 0.4557
H 4.039269 0.450037 -3.939034 0.1016 0.0209 0.0057 0.4248
H -0.276631 3.413337 -3.833234 0.0565 0.0027 -0.0780 0.3843
H -1.166631 5.565737 -4.584534 -0.0207 0.0046 -0.0660 0.4418
H -2.515031 6.957237 -3.054134 -0.0376 0.0669 -0.0215 0.4082
H -2.968331 6.165337 -0.758634 -0.0361 0.0476 0.0677 0.4531
H -2.025431 4.035537 0.021066 -0.0461 0.0016 0.0930 0.3621
H -1.743831 1.097337 1.040466 0.0494 0.0293 0.1322 0.1930
H -1.676731 1.556337 3.469966 -0.0024 -0.1241 0.0328 0.5242
H 0.034869 3.061437 4.390366 0.0196 0.0714 0.0881 0.4466
H 1.588469 4.237037 2.860466 0.0420 0.0398 0.0348 0.4613
H 1.466569 3.856937 0.450566 0.0895 0.0393 -0.0605 0.4236
N -0.878031 -1.203163 5.891666 0.0023 -0.0270 -0.4045 0.0540
C -0.557331 -0.853963 7.172466 0.6558 0.3892 0.3881 0.7358
C -1.236131 -0.979963 8.375866 -0.0793 -0.0629 0.0386 -1.0429
C -0.603831 -0.487963 9.496666 -0.1225 -0.0570 -0.0420 -0.4637
C 0.663469 0.105637 9.428066 0.1546 0.0499 0.0416 -0.4683
C 1.344369 0.234837 8.239266 -0.0826 -0.0729 -0.0728 -0.8710
C 0.724769 -0.248463 7.085266 -0.9154 -0.3794 0.4470 0.5345
N 1.134669 -0.244163 5.787366 0.1244 -0.0156 -0.8700 -0.5839
C 0.172069 -0.808363 5.095566 0.1679 0.2149 0.9496 0.1327
C 0.192469 -0.943563 3.661766 0.0024 -0.2324 -1.1619 0.7911
C 1.298369 -0.485963 2.933266 -0.2177 -0.1407 0.3371 -0.6228
C 1.288169 -0.580763 1.562366 -0.0187 -0.0434 0.0727 -0.3365
N 0.255569 -1.068363 0.876466 -0.2956 -0.3538 0.6184 -0.0762
C -0.800231 -1.511463 1.554866 -0.0202 -0.1732 0.2831 -0.5426
C -0.864531 -1.495863 2.930566 0.3598 0.2198 0.3545 -0.6482
H -1.727631 -1.658163 5.603366 0.0982 0.0384 -0.0181 0.1651
H -2.209431 -1.443763 8.429866 -0.0982 -0.0234 0.0548 0.3987
H -1.097131 -0.558563 10.453566 -0.0403 -0.0237 0.0929 0.3957
H 1.115169 0.461937 10.340566 0.0527 0.0629 0.0823 0.3927
H 2.321569 0.686937 8.188766 0.1112 0.0631 -0.0057 0.4558
H 2.131869 -0.060063 3.464366 0.1639 0.0566 0.0463 0.6907
H 2.133469 -0.256663 0.969766 -0.0283 0.0547 0.1017 -0.1437
H -1.632731 -1.893563 0.978566 0.1235 0.0006 0.0079 -0.4307
H -1.737731 -1.899363 3.413166 -0.2130 -0.0369 0.0688 0.3961
O -2.438131 -2.185863 -3.476434 -0.1524 0.1731 0.0487 -0.6163
C -2.888131 -1.268463 -2.826734 0.1604 -0.5142 -0.2575 -0.6204
N -2.125031 -0.334063 -2.150234 1.0389 0.3703 1.2301 0.2066
C -2.912531 0.594337 -1.563234 -0.4104 -0.1374 -0.1120 0.3156
O -2.520931 1.574037 -0.931734 -0.2001 -0.0456 0.2375 -0.6494
C -4.324631 0.213237 -1.765934 -0.3424 -0.3433 -0.3816 0.2233
C -5.485131 0.731237 -1.237434 0.1319 -0.0332 -0.0712 -0.2456
C -6.669731 0.065137 -1.535834 -0.0232 0.1010 0.1100 -0.6818
C -6.672131 -1.066863 -2.335934 -0.0084 -0.1041 -0.0667 -0.4774
C -5.492131 -1.590263 -2.859034 0.1586 0.0704 -0.0676 -0.5266
C -4.318931 -0.935363 -2.559034 -0.3818 0.4996 0.2128 0.0418
H -5.463231 1.600837 -0.599434 -0.0327 0.1165 0.0405 0.5526
H -7.596431 0.427137 -1.117134 -0.1136 0.0197 -0.0251 0.4270
H -7.605831 -1.565663 -2.544634 -0.1096 -0.0393 -0.0074 0.4163
H -5.489431 -2.491563 -3.450234 -0.0124 -0.1072 -0.1160 0.5123
I -3.345831 -3.493163 -0.422734 0.2408 -0.2088 -0.0730 0.0737
C -1.446131 -4.025963 -1.188434 -0.4073 -0.0157 0.2487 0.1326
C -1.256931 -5.363263 -1.507734 0.0073 -0.0357 -0.0031 -0.6986
C 0.007069 -5.770963 -1.891734 0.0517 0.2273 0.0549 -0.5109
C 1.020469 -4.825563 -1.931334 -0.0969 -0.0487 -0.0142 -1.1872
C 0.713169 -3.515863 -1.617734 0.5297 -0.2445 -0.0788 -0.6542
N -0.499431 -3.108063 -1.251234 -0.0911 0.3283 -0.0129 0.0605
H -2.070931 -6.066763 -1.433734 -0.0700 0.0085 0.0094 0.4258
H 0.206569 -6.804863 -2.128934 -0.0307 -0.0835 -0.0332 0.4353
H 2.029069 -5.104663 -2.187134 0.1343 0.0417 -0.0694 0.5210
H 1.482269 -2.753563 -1.629034 -0.0072 -0.1810 -0.0174 0.7062
```
Forces are in eV/Å.

Calculated values
E_HOMO (spin up / spin down) = -9.6 / -9.8 eV
F_max = 2.8 eV/Å
Net charge = +1


Q: What is the F_max in the second record?
A: 2.8 eV/Å


Q: Among the records above, which one has the highest net charge?
A: C51H41IN5O2P2Pt